{
  "formula": "C32H36N6O5Sr",
  "method": "ωB97M-V/def2-TZVPD",
  "elements": ["C", "H", "H", "H", "N", "C", "H", "C", "H", "C", "H", "H", "H", "C", "C", "H", "C", "H", "N", "C", "C", "C", "C", "H", "O", "H", "C", "H", "C", "O", "H", "C", "C", "H", "H", "Sr", "N", "O", "H", "C", "H", "H", "O", "C", "H", "H", "H", "C", "H", "H", "H", "N", "H", "C", "H", "H", "C", "H", "C", "C", "C", "H", "C", "C", "C", "C", "C", "C", "C", "H", "H", "N", "H", "H", "H", "N", "C", "O", "H", "C"],
  "xyz": [[-0.68232, 2.62403, -2.51168], [-0.38756, 4.87224, 1.51777], [-2.59906, -3.40750, 4.37981], [-2.46092, -2.01803, 3.27461], [-0.83512, 2.27275, -1.18148], [0.12536, 3.59174, 3.18507], [-1.04573, -5.14975, 4.21303], [-0.38139, 3.87161, 1.92478], [0.60449, 1.99493, 4.56000], [3.94409, 1.45345, -2.91912], [4.75013, 1.91802, -3.47425], [-2.94818, 1.12908, -2.34489], [-2.79510, -4.92774, -0.45900], [-1.29935, 1.84908, -3.51235], [-0.38099, -4.54061, 3.60781], [-1.73414, -0.09040, -2.66428], [1.28445, -2.98997, 2.01475], [-4.40424, -1.54880, -0.01848], [3.51922, 1.28273, 2.77127], [1.55207, -4.33575, 2.22265], [0.15988, -2.39771, 2.62325], [0.19322, 3.65875, -2.90909], [3.56983, 1.94587, -1.67703], [3.55318, -0.05611, -4.40527], [-1.80047, 4.25673, -0.49129], [3.01261, -2.77177, 0.75572], [-0.34765, 1.28766, 2.79291], [0.12331, 5.17097, -1.39647], [-0.68465, -3.19723, 3.42050], [-0.08019, -0.30416, 4.51037], [-3.29465, -1.00039, 1.24985], [3.28448, 0.35909, -3.44170], [-1.02146, 2.08157, -4.85185], [-2.11926, -3.18833, 1.17183], [1.62713, 5.15128, -2.34697], [-0.40406, -0.11036, 0.17964], [-0.88468, 1.56847, 1.60201], [4.24933, 0.27618, 2.64610], [-4.43526, -2.31768, 1.58524], [-3.78421, -1.87949, 0.82114], [-4.16215, -3.91643, -0.96495], [0.52869, 4.38526, 3.80191], [2.48039, 1.39735, 2.06222], [-0.14290, 3.08250, -5.24068], [1.13134, 4.65585, -4.55190], [1.66195, -1.71947, 0.31641], [0.95811, -6.16684, 3.17785], [0.73240, -5.11780, 3.02146], [-1.51409, 1.47317, -5.60484], [0.08276, 3.24924, -6.28773], [1.45238, -1.39524, -4.14956], [1.88677, 0.26131, -1.50705], [-1.18747, -3.09456, -1.11419], [-2.25868, 0.76226, -3.10689], [-1.67501, -1.95213, 4.84136], [-2.83105, 0.40819, -3.96545], [2.24695, -0.21201, -2.69891], [2.42093, -4.77823, 1.74590], [-3.49943, -4.16148, -0.12851], [-1.24450, 3.16378, -0.28042], [-2.75024, -2.89275, 0.32649], [-4.11075, -4.58929, 0.67970], [0.44857, 3.86390, -4.25829], [0.86143, 4.52808, -1.88124], [-0.85720, 2.82585, 1.14693], [-1.86658, -2.29099, -0.77378], [2.53368, 1.31662, -1.01000], [0.15675, 2.28300, 3.62205], [-1.93487, -2.61930, 4.01924], [4.06587, 2.79765, -1.23363], [1.32868, 3.91951, -1.10453], [1.56607, -1.32902, -3.15296], [0.73099, -1.53764, -2.62320], [2.23079, 1.65111, -0.02568], [-2.52974, -2.08825, -1.63656], [-0.10888, -1.05746, 2.32264], [2.20184, -2.16311, 1.15640], [3.77698, 2.15447, 3.62674], [2.63990, -1.33863, 1.72367], [-0.19283, -0.14288, 3.28510]],
  "forces_ev_per_a": [[0.06, 0.11, -0.45], [-0.07, -0.01, -0.04], [0.00, -0.01, -0.05], [-0.05, -0.02, 0.04], [0.08, -0.46, 0.87], [-0.06, -0.08, -0.08], [-0.01, 0.03, 0.01], [0.00, -0.05, 0.11], [-0.03, -0.03, 0.00], [-0.11, -0.10, 0.02], [0.00, 0.00, -0.02], [-0.02, -0.05, -0.01], [0.01, 0.03, -0.04], [-0.10, -0.15, 0.10], [0.01, -0.07, 0.01], [-0.10, -0.03, 0.00], [-0.04, 0.03, -0.01], [-0.02, 0.04, 0.01], [-0.23, -0.27, 0.40], [0.02, -0.06, 0.01], [0.08, -0.37, 0.26], [0.00, 0.08, 0.15], [0.01, 0.08, 0.02], [-0.01, 0.00, 0.01], [0.08, -0.07, 0.14], [-0.03, -0.01, -0.08], [-0.06, 0.48, 0.71], [0.03, -0.03, 0.03], [-0.06, 0.18, -0.10], [-0.04, 0.05, -0.16], [-0.06, 0.03, 0.01], [0.03, 0.03, -0.08], [-0.01, 0.05, -0.09], [0.00, 0.06, 0.05], [0.04, -0.03, 0.00], [0.58, -1.76, -3.49], [-0.20, 1.47, 1.28], [-0.16, 0.41, -0.12], [-0.05, 0.09, 0.01], [0.19, -0.13, 0.03], [0.01, -0.03, -0.04], [0.04, -0.01, 0.00], [0.37, -0.01, -0.03], [0.01, -0.02, 0.09], [0.02, 0.00, 0.07], [0.19, -0.14, -0.13], [-0.02, 0.00, -0.01], [0.02, 0.00, 0.00], [0.00, -0.02, 0.02], [-0.03, 0.01, 0.00], [-0.06, -0.01, -0.02], [-0.24, -0.11, 0.05], [0.03, 0.03, -0.06], [0.16, 0.13, 0.04], [-0.04, 0.04, 0.03], [0.01, -0.05, 0.00], [-0.10, 0.03, 0.01], [0.01, 0.03, 0.01], [0.01, 0.06, 0.23], [-0.11, 0.23, -0.52], [-0.10, -0.11, -0.30], [0.00, -0.01, -0.04], [-0.02, 0.00, -0.16], [-0.04, -0.01, -0.11], [-0.15, 0.56, 0.27], [0.11, 0.15, 0.01], [0.19, 0.04, -0.10], [-0.06, 0.09, -0.03], [0.13, 0.07, 0.00], [-0.03, -0.02, 0.04], [-0.01, 0.01, 0.05], [0.10, 0.05, 0.12], [-0.09, -0.07, -0.06], [0.04, 0.02, 0.06], [0.03, 0.00, -0.04], [-0.08, -0.04, 0.64], [-0.13, 0.11, 0.25], [0.03, -0.11, -0.34], [0.02, 0.05, -0.05], [0.07, -0.42, 0.56]],
  "charge": -2,
  "largest_force_ev_per_a": 3.957,
  "spin_multiplicity": 1,
  "relative_energy_ev": 1.159,
  "lumo_energy_ev": 4.36
}



{
  "formula": "C3H4N2O2",
  "method": "ωB97M-V/def2-TZVPD",
  "elements": ["H", "N", "H", "O", "C", "C", "N", "H", "C", "H", "O"],
  "xyz": [[0.96371, -1.93088, 0.95323], [-1.44009, 0.19914, -0.56928], [-1.30566, 0.20294, -1.57071], [0.81103, 0.86881, -0.48894], [-0.42238, 0.81897, 0.24886], [1.49684, -0.26067, -0.21475], [0.72010, -0.97528, 0.73299], [-0.60756, 1.83224, 0.62582], [-0.38408, -0.37072, 1.17655], [-2.38709, 0.19754, -0.22593], [2.55519, -0.58211, -0.66785]],
  "forces_ev_per_a": [[0.15, 0.18, 0.13], [-0.19, 0.11, -0.62], [-0.10, 0.30, 0.21], [-0.02, -0.25, -0.05], [-0.21, -0.06, 0.11], [0.36, -0.11, -0.16], [-0.13, 0.00, 0.33], [-0.02, -0.35, -0.03], [0.58, -0.11, 0.04], [0.19, 0.13, -0.10], [-0.59, 0.16, 0.13]],
  "largest_force_ev_per_a": 0.654,
  "spin_multiplicity": 1,
  "relative_energy_ev": 3.079,
  "lumo_energy_ev": 0.63
}



{
  "formula": "C25H29BrCrN8O2S3",
  "method": "ωB97M-V/def2-TZVPD",
  "elements": ["N", "C", "C", "C", "H", "N", "N", "O", "N", "C", "C", "C", "H", "H", "H", "C", "C", "N", "C", "H", "H", "H", "C", "H", "C", "H", "C", "N", "H", "H", "H", "C", "H", "C", "H", "C", "H", "H", "H", "H", "H", "H", "N", "C", "Cr", "H", "C", "C", "C", "S", "S", "H", "C", "C", "C", "O", "S", "H", "Br", "H", "H", "C", "H", "C", "H", "C", "N", "H", "H"],
  "xyz": [[-0.31386, -0.49311, 2.31383], [-4.16786, 0.22296, -1.58804], [0.07199, 2.92363, -1.55538], [-4.29019, -1.77796, -0.29751], [3.36640, 2.74787, -3.44107], [1.03196, -0.11636, -1.70761], [-2.31218, -0.29942, -0.02071], [-0.50743, -1.52835, -2.61319], [-4.84531, -0.43564, -0.47446], [-0.63598, 0.82118, 4.18876], [-0.38061, 0.77717, 2.85393], [5.06299, -0.34556, 1.47999], [-0.28711, 3.66091, 3.29100], [-2.42045, 1.47049, -1.12864], [-4.57365, -2.38725, -1.15749], [-0.49435, -2.89063, 3.01616], [2.83258, 0.33347, 1.91540], [-0.04052, 1.66192, 0.60702], [2.28383, -0.03372, -4.16451], [-2.89319, -0.23723, 1.99000], [1.04422, 3.31525, -1.85629], [4.32976, 1.48581, -4.23628], [3.18922, -1.28720, 0.36911], [0.91518, -1.52025, -4.80655], [-0.50661, -1.41660, 3.21244], [0.27621, -3.34328, 3.64238], [-0.20003, 3.22156, 2.31152], [2.70324, 0.77083, -3.14634], [-1.44802, -3.33041, 3.31189], [-4.75417, -2.21623, 0.58959], [-4.96441, 1.34713, 0.58477], [4.18162, 0.46812, 2.16932], [-2.71917, 1.34563, 1.21141], [1.25117, -0.87251, -4.01247], [4.43016, 1.72401, -2.47420], [0.64391, -3.39168, -0.23952], [-2.24852, -2.11497, -1.02680], [4.54212, 1.18839, 2.89051], [-0.69053, 3.63374, -1.87900], [5.20546, -1.90621, 0.00337], [-2.40491, -2.25800, 0.72488], [-0.73208, 1.67477, 4.83897], [2.31251, -0.51602, 1.02300], [4.55552, -1.24618, 0.55989], [0.24720, -0.40545, 0.23485], [-0.09375, 1.96970, -2.04578], [3.77060, 1.73814, -3.33810], [-0.19510, 1.90863, 1.96169], [-4.59766, 0.32957, 0.73961], [1.02250, -4.91143, -0.55799], [-0.04892, 4.19416, 0.90713], [2.13730, 0.95251, 2.46329], [-2.74738, -1.70563, -0.15284], [-3.08082, 0.32376, 1.07244], [0.01985, 2.76910, -0.07692], [2.55023, 1.44112, -0.99919], [-0.78990, -0.77450, 4.80020], [2.83099, 0.05646, -5.09368], [6.91710, -0.25004, 1.80470], [-5.17732, -0.11459, 1.55201], [-0.28558, -3.12741, 1.97879], [0.53310, -0.88744, -2.74959], [-2.04640, 0.00364, -2.06216], [-2.66131, 0.41316, -1.26536], [-4.29658, -0.39326, -2.47928], [2.10275, 0.70875, -1.88401], [0.37758, -2.27997, 0.03179], [-4.65525, 1.18550, -1.76243], [2.76785, -1.97457, -0.35221]],
  "forces_ev_per_a": [[-0.14, -0.01, 0.46], [0.10, 0.06, 0.08], [0.03, 0.12, -0.12], [0.10, 0.04, -0.01], [0.04, 0.00, 0.01], [0.28, 0.04, -0.52], [-0.53, 0.09, 0.08], [0.11, 0.12, -0.02], [-0.18, -0.03, -0.01], [0.05, -0.28, -0.02], [-0.10, -0.16, 0.53], [-0.28, -0.09, -0.11], [-0.02, -0.06, 0.01], [0.03, 0.00, 0.03], [0.01, -0.01, 0.01], [0.05, -0.12, -0.01], [-0.13, -0.14, -0.22], [-0.12, 0.43, 0.29], [-0.19, -0.18, -0.11], [0.04, 0.00, 0.01], [0.00, -0.07, 0.03], [-0.03, -0.04, -0.02], [-0.35, -0.01, -0.07], [-0.01, 0.02, 0.00], [-0.07, 0.13, 0.44], [0.02, 0.01, -0.03], [0.06, 0.02, -0.25], [0.14, 0.05, 0.14], [-0.03, 0.06, -0.03], [-0.01, -0.01, -0.03], [0.00, -0.01, 0.01], [0.33, 0.06, 0.15], [0.06, -0.01, 0.04], [0.20, 0.04, -0.12], [0.02, 0.01, -0.03], [-0.21, 0.69, 0.16], [0.15, -0.05, -0.01], [-0.06, -0.01, 0.02], [-0.04, -0.03, 0.02], [-0.03, -0.01, -0.01], [0.05, 0.01, -0.02], [-0.01, 0.04, -0.09], [1.66, 0.08, 0.74], [0.32, 0.05, 0.08], [-0.81, 1.29, -0.78], [-0.03, -0.02, 0.04], [-0.01, 0.01, 0.09], [0.00, 0.58, 0.00], [0.07, -0.02, 0.03], [0.16, -0.62, -0.11], [-0.04, -0.47, 0.03], [-0.08, 0.09, 0.02], [-0.12, 0.02, -0.04], [-0.08, -0.01, -0.06], [-0.05, 0.39, 0.10], [-0.05, 0.04, 0.00], [0.05, 0.16, -0.41], [0.03, 0.01, 0.01], [-0.02, 0.04, -0.02], [0.00, 0.03, 0.01], [-0.03, 0.00, 0.01], [-0.33, 0.02, 0.16], [0.12, 0.04, -0.04], [-0.06, -0.14, -0.07], [-0.02, 0.02, 0.00], [-0.08, -0.06, -0.08], [0.09, -2.15, -0.31], [-0.01, -0.03, -0.06], [-0.01, -0.02, -0.01]],
  "largest_force_ev_per_a": 2.172,
  "spin_multiplicity": 5,
  "relative_energy_ev": 0.633,
  "lumo_energy_ev": [-0.26, -0.27]
}